Formula: C4H3N3O
Source: the Open Molecules 2025 dataset
Level of theory: the ωB97M-V functional and the def2-TZVPD basis

Properties
Orbital gap (Ha): 0.3492
HOMO level (eV): -8.986
Energy relative to the best compared isomer or geometry (same formula, charge and spin) (eV): 2.997
SMILES: C#Cc1[nH]nnc1O

Last columns: bonded neighbours and bond lengths (Å).
Cartesian coordinates (Å):
1 C 2.51635 -0.03547 -0.16619  C2 1.237, H9 1.084
2 C 1.35136 -0.31415 0.14305  C1 1.237, C3 1.411
3 C -0.05907 -0.27541 0.16544  C2 1.411, N4 1.399, C7 1.375
4 N -0.84897 -1.40780 -0.06129  C3 1.399, N5 1.316, H10 1.069
5 N -2.09161 -0.98311 -0.14643  N4 1.316, N6 1.244
6 N -2.17785 0.25182 -0.02316  N5 1.244, C7 1.315
7 C -0.96625 0.75439 0.07344  C3 1.375, N6 1.315, O8 1.345
8 O -0.84894 2.08642 -0.06917  C7 1.345, H11 0.948
9 H 3.58700 0.06862 -0.29645  C1 1.084
10 H -0.52531 -2.38143 0.23957  N4 1.069
11 H 0.06329 2.23612 0.14120  O8 0.948

Atom charges from the Löwdin analysis, given in e for atoms 1 to 5: C 0.13; C -0.07; C -0.23; N 0.05; N -0.03